[1]
ORCA calculation (ωB97M-V/def2-TZVPD) on C30H34AsBr2LaN2O3S4 as an isolated structure in a non-equilibrium geometry.

The total charge is -2. The LUMO energy (spin up / spin down) is 3.6 / 3.6 eV. For the HOMO-LUMO gap (spin up / spin down), the calculation gives 4.644 / 4.643 eV. As for the energy above the lowest of the compared OMol25 structures with the same formula, charge and spin: 0.000 eV.

Cartesian coordinates (Å):
La (-17.9976, 6.4634, -12.1208)
O (-14.8607, 9.5962, -13.2275)
C (-14.5500, 9.2017, -14.4834)
C (-13.4726, 9.7941, -15.1537)
C (-13.1468, 9.3805, -16.4365)
C (-13.8743, 8.3676, -17.0635)
C (-14.9448, 7.7812, -16.4051)
C (-15.2986, 8.2005, -15.1227)
C (-16.4923, 7.6463, -14.4157)
O (-16.2908, 7.5278, -13.0510)
N (-17.6185, 8.5367, -14.6766)
N (-18.5888, 8.5779, -13.7618)
C (-19.7044, 9.2310, -14.0308)
C (-20.7642, 9.2969, -13.0952)
Br (-20.4603, 8.3664, -11.4349)
C (-21.9042, 10.0385, -13.3286)
C (-23.1371, 10.0290, -12.5912)
C (-23.9073, 11.2132, -12.5285)
C (-25.1482, 11.2265, -11.9051)
C (-25.6609, 10.0553, -11.3442)
C (-24.9165, 8.8811, -11.4024)
C (-23.6626, 8.8619, -12.0042)
H (-15.5086, 8.8700, -12.9108)
H (-12.8932, 10.5729, -14.6538)
H (-12.3059, 9.8452, -16.9551)
H (-13.6243, 8.0548, -18.0752)
H (-15.5172, 6.9704, -16.8540)
H (-16.7570, 6.6173, -14.8788)
H (-17.8090, 8.7350, -15.6635)
H (-19.8389, 9.7223, -15.0101)
H (-21.8851, 10.7432, -14.1703)
H (-23.4994, 12.1248, -12.9670)
H (-25.7107, 12.1580, -11.8555)
H (-26.6450, 10.0680, -10.8740)
H (-25.3103, 7.9649, -10.9606)
H (-23.1004, 7.9301, -12.0785)
C (-16.2383, 3.7073, -4.5628)
C (-17.3161, 3.3494, -5.5947)
C (-18.6899, 3.4457, -4.9001)
C (-17.0735, 1.9080, -6.0742)
C (-17.3187, 4.2838, -6.7880)
C (-18.3063, 4.1632, -7.7729)
C (-18.3589, 5.0516, -8.8254)
Br (-19.7677, 4.9430, -10.0978)
C (-17.4122, 6.0931, -8.9992)
O (-17.5758, 6.9315, -9.9814)
C (-16.3588, 6.1886, -8.0566)
C (-16.3755, 5.2948, -6.9741)
C (-15.2435, 7.2071, -8.0898)
C (-15.4240, 8.1681, -6.8973)
C (-13.8859, 6.4961, -7.9610)
C (-15.1941, 8.0402, -9.3748)
H (-16.3038, 3.0357, -3.6930)
H (-16.3658, 4.7339, -4.1842)
H (-15.2167, 3.6095, -4.9778)
H (-18.7093, 2.8172, -3.9966)
H (-19.5146, 3.1208, -5.5504)
H (-18.9014, 4.4871, -4.5965)
H (-17.0696, 1.2048, -5.2284)
H (-16.0889, 1.8349, -6.5645)
H (-17.8430, 1.5622, -6.7814)
H (-19.0708, 3.3840, -7.7227)
H (-15.5933, 5.3987, -6.2245)
H (-15.3815, 7.6524, -5.9214)
H (-16.4029, 8.6847, -6.9541)
H (-14.6421, 8.9430, -6.9119)
H (-13.7800, 5.9546, -7.0104)
H (-13.0598, 7.2246, -8.0552)
H (-13.7619, 5.7571, -8.7794)
H (-16.1113, 8.6347, -9.5117)
H (-15.1025, 7.3919, -10.2606)
H (-14.3192, 8.7123, -9.3430)
S (-19.0295, 2.1359, -14.4319)
As (-18.2873, 4.0617, -13.9828)
S (-16.9731, 4.0096, -12.1934)
S (-19.9047, 5.5314, -13.7568)
S (-17.1462, 4.6138, -15.7220)

Atomic partial charges in e from the Löwdin method, atoms 1 to 5: 1.11, 0.03, -0.28, -0.04, -0.12

=====

[2]
ORCA calculation (ωB97M-V/def2-TZVPD) on a 5-piece molecular cluster, C30H34BF12NO10S overall in a non-equilibrium geometry.

The LUMO energy is 0.3 eV. For the HOMO-LUMO gap, the calculation gives 8.102 eV.

Cartesian coordinates (Å):
C (2.2683, 2.3877, -1.0177)
C (2.7278, 3.8242, -1.5699)
O (1.7795, 4.4103, -2.5318)
B (0.9183, 5.3424, -1.8489)
O (0.8433, 6.7602, -2.1692)
C (-0.0177, 4.8381, -0.6235)
C (0.6117, 4.9436, 0.8189)
C (-0.1444, 4.4665, 2.1035)
C (-1.5673, 3.8768, 1.8736)
C (-2.1897, 3.7908, 0.4627)
C (-1.4721, 4.2748, -0.8571)
N (-2.1130, 4.1591, -2.1732)
C (-3.5212, 4.6713, -2.1594)
C (-3.9723, 5.6746, -3.2870)
C (-5.4459, 6.2146, -3.2642)
C (-6.5015, 5.7705, -2.1995)
C (-6.0507, 4.7837, -1.0903)
C (-4.5778, 4.2613, -1.0788)
S (-3.9205, 3.1128, 0.2434)
H (1.1345, 2.2603, -1.1379)
H (2.8615, 1.5491, -1.5405)
H (2.4776, 2.3435, 0.1201)
H (3.7014, 3.6588, -2.1668)
H (3.0091, 4.5626, -0.7304)
H (1.4494, 6.9493, -2.9315)
H (1.6640, 5.3970, 0.9249)
H (0.3648, 4.5876, 3.1114)
H (-2.1891, 3.4978, 2.7587)
H (-1.6598, 4.7286, -2.9000)
H (-3.2593, 6.0408, -4.1056)
H (-5.8025, 6.9745, -4.0516)
H (-7.5742, 6.1763, -2.2299)
H (-6.7571, 4.4119, -0.2630)
C (-2.8864, -1.2107, -1.3240)
C (-2.2385, -1.4187, 0.0320)
O (-0.9451, -2.0374, -0.1018)
C (0.0487, -1.2327, -0.5250)
O (-0.0893, -0.0657, -0.7875)
C (1.3688, -1.9929, -0.5943)
F (1.2566, -3.1702, -1.2482)
F (1.8492, -2.2846, 0.6340)
F (2.3364, -1.3009, -1.2251)
H (-2.9420, -2.1566, -1.8696)
H (-3.8924, -0.8028, -1.2130)
H (-2.3053, -0.5229, -1.9432)
H (-2.8517, -2.0965, 0.6239)
H (-2.1601, -0.4827, 0.5934)
C (5.2289, -0.9107, -0.9434)
C (6.6470, -1.4487, -0.9640)
O (7.5995, -0.3922, -1.1728)
C (7.8470, 0.3955, -0.1069)
O (7.3263, 0.2610, 0.9715)
C (8.8933, 1.4522, -0.4469)
F (8.6165, 2.1006, -1.5982)
F (10.1218, 0.9124, -0.5961)
F (9.0038, 2.3975, 0.5045)
H (5.0196, -0.3499, -1.8582)
H (4.5093, -1.7232, -0.8511)
H (5.0755, -0.2220, -0.1089)
H (6.7592, -2.1427, -1.8006)
H (6.8847, -2.0041, -0.0521)
C (1.5829, -5.7365, 0.9146)
C (2.8009, -5.7131, 0.0108)
O (4.0148, -5.8090, 0.7756)
C (4.3143, -7.0339, 1.2530)
O (3.6375, -8.0151, 1.0760)
C (5.6354, -7.0088, 2.0152)
F (5.6933, -6.0035, 2.9140)
F (6.6897, -6.8445, 1.1871)
F (5.8606, -8.1447, 2.7002)
H (1.6520, -4.9485, 1.6689)
H (0.6689, -5.5969, 0.3351)
H (1.5045, -6.6837, 1.4538)
H (2.8385, -4.7603, -0.5207)
H (2.7614, -6.5017, -0.7462)
C (-8.1632, -1.9572, 3.8229)
C (-8.0138, -2.5534, 2.4360)
O (-6.6375, -2.5612, 2.0205)
C (-5.8596, -3.5096, 2.5801)
O (-6.2483, -4.3198, 3.3822)
C (-4.4371, -3.4321, 2.0350)
F (-3.9373, -2.1741, 2.0664)
F (-4.3668, -3.8397, 0.7488)
F (-3.5729, -4.1992, 2.7222)
H (-7.7224, -0.9577, 3.8584)
H (-9.2153, -1.8935, 4.1048)
H (-7.6441, -2.5581, 4.5735)
H (-8.5558, -1.9358, 1.7157)
H (-8.4369, -3.5604, 2.3780)

Atomic partial charges in e from the Löwdin method, atoms 1 to 5: -0.07, -0.22, -0.02, -0.51, 0.10

=====

[3]
ORCA calculation (ωB97M-V/def2-TZVPD) on C30H34BrF4N6PPt as an isolated structure.

The total charge is +4. The LUMO energy (spin up / spin down) is -11.0 / -14.9 eV. As for the multiplicity: 5. For the HOMO-LUMO gap (spin up / spin down), the calculation gives 8.526 / 4.735 eV. As for the energy above the lowest of the compared OMol25 structures with the same formula, charge and spin: 0.601 eV.

Cartesian coordinates (Å):
Pt (-0.3056, -0.4084, -0.6581)
C (2.5590, 2.3516, -3.3507)
N (1.3182, 1.7530, -3.8455)
C (0.7133, 2.2707, -5.0968)
C (-0.6659, 1.6050, -5.1195)
N (-0.5605, 0.6080, -4.0354)
C (-1.5624, -0.4325, -3.8713)
C (0.5656, 0.7807, -3.3555)
N (0.8669, -0.0269, -2.2677)
C (2.2602, -0.4443, -2.1194)
C (2.3821, -1.5936, -1.1160)
N (1.1053, -1.8901, -0.4843)
C (1.0256, -3.0911, 0.2229)
N (0.0359, -3.9429, 0.0088)
C (-0.9528, -3.9455, -1.0602)
C (0.1737, -5.1097, 0.9078)
C (1.5278, -4.8633, 1.5850)
N (1.8858, -3.4953, 1.1359)
C (3.0198, -2.7946, 1.7405)
H (2.7424, 3.2418, -3.9460)
H (3.4113, 1.6879, -3.4807)
H (2.4517, 2.6570, -2.3098)
H (1.3424, 1.9830, -5.9395)
H (0.6559, 3.3558, -5.0512)
H (-0.8760, 1.1015, -6.0608)
H (-1.4783, 2.2990, -4.8998)
H (-2.0661, -0.5679, -4.8260)
H (-2.3135, -0.1479, -3.1316)
H (-1.0933, -1.3776, -3.6028)
H (2.8635, 0.4000, -1.7790)
H (2.6607, -0.7546, -3.0882)
H (3.0970, -1.3229, -0.3309)
H (2.7836, -2.4934, -1.5928)
H (-0.6936, -3.2119, -1.8199)
H (-1.9462, -3.7460, -0.6565)
H (-0.9605, -4.9308, -1.5249)
H (0.1514, -6.0277, 0.3239)
H (-0.6588, -5.1196, 1.6119)
H (2.3039, -5.5559, 1.2594)
H (1.4664, -4.8839, 2.6707)
H (3.3257, -3.3698, 2.6103)
H (2.7196, -1.8017, 2.0762)
H (3.8694, -2.7472, 1.0619)
F (-6.4826, 1.3693, 3.0775)
C (-5.2446, 1.2909, 2.7061)
C (-4.2314, 1.9631, 3.3475)
F (-4.4392, 2.7181, 4.3713)
C (-2.8882, 1.8216, 2.8700)
F (-1.9881, 2.4602, 3.5433)
C (-2.5039, 1.0423, 1.7579)
P (-0.7152, 0.9790, 1.2314)
C (0.0944, 0.2468, 2.6641)
C (0.9175, 0.9204, 3.5663)
C (1.4309, 0.2494, 4.6682)
C (1.1135, -1.0838, 4.8891)
C (0.2923, -1.7613, 3.9926)
C (-0.2029, -1.1061, 2.8785)
C (-0.3177, 2.6815, 0.8032)
C (-0.4311, 3.0117, -0.5542)
C (-0.2107, 4.3081, -0.9860)
C (0.1417, 5.2935, -0.0722)
C (0.2495, 4.9801, 1.2764)
C (0.0108, 3.6886, 1.7183)
C (-3.5254, 0.3584, 1.1514)
Br (-3.2930, -0.8208, -0.2820)
C (-4.8869, 0.4862, 1.6132)
F (-5.8142, -0.1653, 1.0044)
H (1.1935, 1.9530, 3.4199)
H (2.0728, 0.7767, 5.3611)
H (1.5000, -1.5932, 5.7621)
H (0.0242, -2.7936, 4.1785)
H (-0.8630, -1.6397, 2.1964)
H (-0.7273, 2.2577, -1.2790)
H (-0.3266, 4.5571, -2.0327)
H (0.3187, 6.3071, -0.4069)
H (0.5099, 5.7479, 1.9924)
H (0.0712, 3.4974, 2.7778)

Atomic partial charges in e from the Löwdin method, atoms 1 to 5: 0.95, 0.02, -0.04, -0.04, -0.04